7 unconnected molecules or ions with the total composition C25H22ClF11NO20S in a non-equilibrium geometry, computed with ωB97M-V with the def2-TZVPD basis set.

The calculation puts the total energy at -121964.96802 eV. Its gap between HOMO and LUMO is 7.2 eV. The HOMO energy is -0.4585 Ha. As for the charge: +1.

CARTESIAN COORDINATES (ANGSTROEM)
Cl 3.616 1.247 -1.785
S 1.335 -3.325 0.080
F 0.074 -8.496 2.539
F -2.428 -2.094 -0.286
F 7.040 -7.713 5.854
F 5.119 3.087 -3.741
F -0.547 -1.052 -0.220
F -1.331 -1.995 1.557
F -0.927 -4.410 0.585
F -2.098 5.628 0.924
F -0.764 -3.651 -1.440
F -7.750 10.952 1.753
F -5.673 -0.980 -0.815
O -6.593 9.330 2.823
O 4.599 1.384 -5.099
O 5.508 -6.360 4.886
O -1.947 7.598 -0.182
O -2.490 9.263 -1.608
O 3.783 -5.740 3.567
O -5.040 7.722 3.151
O 3.074 -10.397 -0.135
O -4.708 9.347 1.639
O 3.882 0.297 -6.940
O -4.923 3.400 -0.911
O 1.870 -4.625 -0.135
O 2.852 -8.252 0.515
O -5.197 2.008 0.837
O 4.002 -7.871 4.245
O 1.572 -2.642 1.306
O -4.060 7.839 -0.854
O 1.520 -9.813 1.398
O -5.132 1.176 -1.232
O 4.772 2.364 -7.093
N 1.627 -2.631 -2.516
C 2.537 -9.573 0.519
C 5.139 3.355 -6.120
C 5.457 2.499 -4.916
C 4.376 -6.571 4.172
C 2.863 -0.232 -2.056
C -0.496 -3.404 -0.145
C 4.371 1.253 -6.443
C -2.802 8.327 -0.954
C -4.958 0.077 -0.358
C 1.864 -2.233 -1.245
C -2.733 6.810 0.700
C 1.889 -7.561 1.318
C -5.412 8.703 2.597
C -5.539 10.377 1.086
C 5.714 -7.498 5.715
C 1.985 -1.869 -3.561
C 1.382 -8.663 2.214
C -5.078 2.311 -0.477
C -4.011 6.630 -0.081
C 5.036 -8.597 4.927
C -1.221 -2.090 0.262
C 2.616 -0.653 -3.360
C -6.524 10.610 2.210
C 2.485 -1.040 -0.974
C -5.493 0.611 0.951
H -3.959 5.772 -0.753
H 2.354 -6.744 1.865
H -6.204 11.344 2.950
H 6.491 2.157 -4.861
H 1.964 -8.794 3.126
H -6.571 0.467 1.028
H -6.033 10.003 0.189
H -5.007 0.186 1.825
H -3.904 -0.194 -0.337
H 5.981 3.947 -6.466
H 5.713 -9.040 4.196
H 2.892 -0.063 -4.218
H -2.852 7.336 1.647
H 1.763 -2.238 -4.547
H 5.279 -7.308 6.697
H -4.950 11.254 0.834
H 1.183 -3.522 -2.709
H 2.671 -0.734 0.042
H 4.286 4.008 -5.932
H 4.612 -9.380 5.550
H 1.097 -7.168 0.677
H -4.889 6.536 0.552